A molecular structure, C66H72GaO33. Source: OMol25; level of theory: ωB97M-V with the def2-TZVPD basis set.

The geometry in XYZ format:
```
172
Properties=species:S:1:pos:R:3:mulliken_charge:R:1
C -0.058 -7.335 0.141 -1.13
O -3.158 0.111 -9.929 -0.66
H 1.345 2.548 -0.216 0.56
H -0.755 3.689 7.616 0.42
H 1.517 -0.674 5.146 0.22
O 0.753 -3.914 -0.323 -0.66
C 0.672 -6.240 -0.079 0.27
H -8.512 0.544 -9.456 0.35
C -0.737 0.131 -14.139 -0.85
C 6.278 -3.715 5.169 0.42
H -0.485 -0.909 3.109 -0.11
C -1.638 2.130 -13.001 1.01
O 0.981 0.552 -15.692 -0.62
H 0.382 -8.321 0.194 0.45
C -1.292 -0.320 -2.937 1.03
O -8.488 -1.980 -1.707 -0.60
H -0.697 -0.931 -14.337 0.44
C -4.839 -1.562 -1.470 0.98
O -2.457 -0.099 -12.571 -0.53
C 9.731 6.949 3.619 0.97
O -8.261 0.046 0.050 -0.63
C 4.079 -3.369 6.137 0.94
H -0.066 -0.567 6.082 0.44
H 1.022 -3.159 4.765 -0.11
H 1.358 2.381 1.604 0.09
C -0.815 2.965 6.772 -0.43
O -2.129 -4.659 7.119 -0.56
C -1.786 0.899 -3.572 -0.86
C -5.508 -0.019 -9.978 -1.08
C -2.131 -5.884 0.233 0.72
H -0.117 -3.536 3.455 -0.18
H -2.973 3.079 7.230 0.35
O -3.330 -8.148 2.998 -0.63
H 5.792 7.036 5.311 0.33
H 0.576 -0.025 1.345 -0.73
C 0.143 3.328 5.582 0.11
H -5.477 -0.848 -10.672 0.48
C 0.892 2.025 0.652 -1.23
C -1.759 -6.625 4.034 1.00
H -4.933 -7.626 5.016 0.44
H 10.832 6.955 1.590 0.34
H 3.257 -1.261 3.462 0.45
H -2.923 -4.701 7.680 0.35
H -0.518 -5.188 5.111 0.51
H -2.956 0.518 -12.009 0.20
H -0.423 3.629 4.668 -0.24
C -5.403 2.179 -8.114 -0.75
C 6.004 -3.497 7.678 -0.87
H 8.002 -3.979 4.527 0.34
H 1.829 4.735 0.234 -0.31
C -0.240 -1.458 4.047 -0.89
Ga 0.409 5.297 0.747 0.30
O -3.064 2.141 -8.150 -0.60
H -6.179 -2.876 -2.586 0.48
C -3.973 -7.128 5.006 -0.83
O 7.118 -3.888 4.132 -0.58
C 2.173 6.138 3.056 0.09
H -1.141 3.763 2.364 0.02
C 8.851 6.974 4.787 -0.86
O -2.447 2.571 -12.207 -0.56
O -3.577 -0.015 -0.080 -0.19
H 2.454 -3.402 2.878 0.24
O -3.469 -5.826 0.385 -0.65
H -2.530 -8.114 2.435 0.32
C 6.896 6.994 3.279 0.70
H -3.755 -6.745 0.532 0.41
C -6.155 -2.066 -1.870 -1.08
C 1.130 0.466 0.517 1.97
C -0.690 2.983 -13.719 -1.02
H 0.650 0.165 -0.455 -0.38
H 4.512 -3.561 4.006 0.46
H -2.394 1.604 -8.616 0.29
H -0.501 1.956 7.133 0.12
H -2.590 1.881 5.947 0.24
C 4.965 -3.557 4.989 -0.90
O -0.934 0.225 -6.956 -0.63
H -5.885 0.873 0.774 0.51
C 0.430 -0.460 5.089 -0.79
H 1.816 -0.360 2.880 -0.76
C 7.776 6.992 2.111 -1.06
O 2.956 7.348 3.278 -0.62
O -2.211 -8.203 0.548 -0.78
C -5.906 0.073 0.046 -0.75
O 10.944 6.913 3.710 -0.63
H 2.780 5.450 2.425 0.22
H -1.931 4.115 0.801 0.47
C -4.254 1.665 -8.560 0.20
H -9.114 -1.432 -1.201 0.35
H 6.459 -3.477 8.659 0.43
H -2.908 -0.532 -0.580 0.05
C 0.800 6.492 2.394 -0.81
C -0.640 2.356 0.771 0.08
O 2.004 -6.302 -0.252 -0.65
H 9.319 6.974 5.761 0.41
C 4.691 -3.335 7.498 0.23
H 2.969 -3.051 8.136 0.34
H 0.281 1.064 3.453 -1.24
O -1.399 -0.541 -1.747 -0.21
C -0.953 3.830 1.261 -0.82
O -0.160 -2.428 -3.161 -0.58
O -2.097 2.177 -5.508 -0.61
C -1.504 -7.234 0.325 0.76
O -3.807 -2.014 -1.925 -0.52
H -0.942 1.189 4.743 0.04
H -0.378 -2.286 -2.221 0.10
H 2.290 -5.381 -0.390 0.34
H -1.884 2.047 -6.450 0.24
C 2.455 -1.244 2.687 0.82
H -0.017 -1.908 -5.744 0.48
H -1.093 1.647 1.505 -0.04
C -2.365 -5.506 6.102 0.41
O 3.855 -3.136 8.532 -0.61
O 8.086 -3.875 6.648 -0.62
C 1.685 -2.610 2.684 0.56
C 2.680 0.249 0.538 -1.21
O -0.969 -6.842 3.134 -0.54
C 0.048 -4.887 -0.143 1.17
C -1.013 0.034 -5.755 1.18
H 0.814 7.555 2.056 0.40
C 9.102 6.972 2.266 0.50
H 1.994 5.687 4.067 -0.09
H 1.297 -2.817 1.665 -0.57
O 2.876 -3.235 6.024 -0.46
C 6.887 -3.709 6.531 0.82
C -1.471 -5.699 5.129 -1.04
O 6.692 7.024 5.688 -0.58
C -2.331 2.889 6.345 -1.04
H 0.799 4.193 5.825 0.28
H 3.873 7.055 3.237 0.51
C -0.624 -1.339 -3.794 -0.03
H 4.239 -0.957 1.459 0.34
H -2.252 1.639 -2.935 0.55
O -7.847 0.002 -9.918 -0.58
C -6.682 1.640 -8.575 0.92
H -1.208 -1.764 4.504 0.58
C -3.081 -7.320 4.031 0.30
C -4.229 0.537 -9.535 1.13
C -0.497 -1.174 -5.113 -0.83
H 2.996 -1.954 0.653 0.23
H 0.017 6.423 3.191 0.27
C 3.138 -1.048 1.281 -1.02
H 1.765 2.468 4.410 0.41
C 7.525 6.997 4.633 0.30
C -1.656 1.069 -4.891 0.19
C -6.657 0.493 -9.530 0.40
H 3.005 0.147 -0.527 0.41
H -2.583 3.608 5.536 0.26
H 7.308 7.007 1.136 0.46
C -1.593 0.660 -13.261 0.35
H 1.614 1.751 6.096 0.40
C 0.138 1.003 4.557 1.76
O -7.753 2.084 -8.210 -0.61
H -5.433 2.998 -7.409 0.48
H -1.846 -3.803 -0.049 0.70
H 1.548 2.592 -15.828 0.35
H 3.217 1.139 0.939 0.40
C 1.068 2.101 5.197 -1.26
C 0.193 0.987 -14.873 1.00
O 5.687 6.996 3.190 -0.53
H -0.719 4.044 -13.510 0.42
O -4.451 -6.026 7.030 -0.62
C -7.217 -0.416 -0.373 1.04
C 0.168 2.452 -14.593 0.36
O 1.052 3.212 -15.266 -0.57
C -4.787 -0.457 -0.461 0.08
C -7.266 -1.534 -1.359 0.29
C -3.676 -6.220 6.113 0.92
H -1.085 2.111 -0.225 0.05
C -1.403 -4.788 0.016 -1.00
C 0.605 -2.749 3.803 0.45
O 9.937 6.972 1.210 -0.57
H -0.178 6.220 -0.455 -0.43
```

Results
M   1462.99 g/mol
Largest force on an atom   0.0387 Eh/bohr
Spin multiplicity   1
HOMO-LUMO gap   3.8427 eV
Total charge   -1
DFT total energy   -189548.2442 eV
HOMO   -4.49 eV